[1]
# C33H37MnN7O2

A structure of composition C33H37MnN7O2 (wB97M-V/def2-TZVPD, the Open Molecules 2025 dataset).

Summary:
Gap between HOMO and LUMO (spin up / spin down), Eh: 0.268 / 0.193
DFT total energy, eV: -80642.635
HOMO (spin up / spin down), eV: -16.309 / -16.272
Net charge: +3
Strongest force on any atom, eV/A: 0.78
2S+1: 5

Cartesian coordinates (Å):
O: 1.514 1.050 2.148
C: 5.754 0.260 0.886
C: 2.254 -4.841 -0.008
O: 1.798 3.285 0.113
C: -1.933 -2.129 0.374
H: 6.411 -0.097 1.667
C: -3.814 0.952 -1.034
H: -1.920 0.699 -4.472
C: 1.925 2.465 4.033
H: -7.026 0.132 -2.984
C: -5.128 2.381 0.625
C: 1.423 -2.678 0.861
C: 2.097 -0.860 -2.294
H: 4.031 1.008 4.023
H: 3.327 1.466 -1.747
C: -4.895 -0.217 -2.833
C: -1.954 -1.207 1.566
C: -1.369 0.949 -0.577
N: 3.516 0.572 0.108
C: -2.156 0.534 3.767
H: -2.880 1.669 0.602
H: 0.440 -4.467 1.153
N: 3.435 0.737 3.255
H: 2.054 3.426 3.530
C: 4.033 1.136 -0.998
H: -0.712 0.980 -5.709
H: -2.819 -0.400 -2.420
C: -1.335 0.042 1.559
C: 4.383 0.163 1.059
H: 2.874 -1.355 -1.722
C: 3.856 -0.353 2.378
H: -4.490 3.263 0.517
C: -6.126 0.359 -2.428
C: -0.921 1.105 -4.650
C: -2.657 -1.568 2.716
H: -4.814 1.835 1.521
C: 6.273 0.818 -0.271
N: -0.628 0.484 0.378
C: 2.289 1.370 3.085
H: 0.876 2.364 4.307
C: 0.170 0.531 -2.429
N: 1.406 -1.552 0.648
C: 1.182 -0.020 -1.651
H: 5.722 1.744 -2.143
H: 1.920 -4.269 2.078
H: -2.247 1.209 4.607
C: 1.097 -0.385 -4.421
H: -7.151 1.602 -1.010
H: 3.015 -1.027 2.242
N: -2.719 1.270 -0.318
C: -2.761 -0.717 3.803
C: -1.436 0.910 2.645
H: -1.538 1.723 -2.426
N: 1.331 2.338 -0.296
H: 2.238 -5.909 0.194
C: 2.054 -1.046 -3.659
H: 3.293 -4.515 -0.034
C: 5.384 1.281 -1.227
N: -0.927 1.198 -1.815
H: -4.874 -0.898 -3.672
H: -6.142 2.733 0.795
Mn: 1.414 0.449 0.242
H: -2.887 -2.083 -0.160
H: -0.950 1.876 2.599
H: 4.646 -0.898 2.887
H: 2.778 -1.687 -4.145
H: 1.091 -0.505 -5.497
C: -6.196 1.193 -1.310
H: -1.815 -3.165 0.692
H: 7.342 0.899 -0.414
H: -1.137 -1.891 -0.332
H: -3.140 -2.538 2.750
C: -3.755 0.070 -2.151
H: -0.950 2.182 -4.463
H: 2.536 2.460 4.932
C: 0.130 0.409 -3.826
C: 1.472 -4.113 1.094
H: -3.316 -1.026 4.678
C: -5.072 1.504 -0.585
H: 1.804 -4.671 -0.985

[2]
# C5H18N3

A cluster of 2 separate species, C5H18N3 in total (wB97M-V/def2-TZVPD, the Open Molecules 2025 dataset).

Summary:
Relative energy (zero: lowest compared OMol25 entry of this formula, charge and spin), kJ/mol: 157.54
Gap between HOMO and LUMO, Eh: 0.316
DFT total energy, eV: -9940.133
HOMO, eV: -12.099
Net charge: +1
Strongest force on any atom, eV/A: 0.67

Cartesian coordinates (Å):
H: -0.915 -2.175 -0.779
H: -0.108 1.784 1.318
H: -0.737 2.819 -0.938
H: -1.268 3.817 2.463
C: -1.068 2.282 1.129
H: 2.701 -1.749 -1.102
H: -2.418 2.478 -0.567
H: -1.607 0.105 -0.189
H: 2.480 -3.492 -1.180
C: 0.920 -1.394 0.894
H: 0.112 -3.200 -1.779
C: 0.103 -2.313 -1.149
C: 2.381 -2.627 -0.523
N: 1.014 -2.496 -0.044
H: -1.770 0.651 -1.717
H: -0.253 0.499 -1.059
H: -1.814 1.745 1.714
H: -0.099 -1.325 1.278
N: -1.096 3.693 1.473
H: 1.593 -1.579 1.726
H: 1.211 -0.437 0.409
H: 0.388 -1.446 -1.782
H: 3.055 -2.711 0.325
C: -1.395 2.184 -0.354
N: -1.220 0.768 -0.864
H: -0.192 4.119 1.299

[3]
# C37H40F6N2O8P2S2

A structure of composition C37H40F6N2O8P2S2 (wB97M-V/def2-TZVPD, the Open Molecules 2025 dataset).

Summary:
Gap between HOMO and LUMO, Eh: 0.325
DFT total energy, eV: -114929.876
HOMO, eV: -8.763
Strongest force on any atom, eV/A: 6.08

Cartesian coordinates (Å):
H: -1.154 4.579 -1.270
C: -8.990 -4.574 -2.814
H: 4.083 5.746 -6.706
H: -9.774 -3.907 0.424
C: -9.215 -4.254 -0.437
H: -7.183 -5.539 -3.470
C: -3.541 -7.390 3.176
H: -1.638 -5.657 2.285
C: 0.119 6.290 -1.445
C: -9.722 -4.110 -1.724
O: 2.502 1.420 -1.008
C: -7.978 -4.850 -0.256
O: -0.897 -3.109 3.587
H: 2.685 3.692 -6.890
C: -6.224 -8.036 3.019
H: -3.702 -6.756 1.138
O: -0.106 -1.262 1.001
O: 4.316 -0.034 4.087
C: -0.887 -4.032 0.823
H: -3.366 -2.928 4.548
P: 2.627 0.242 4.093
F: -2.235 -7.075 3.251
F: -0.822 7.025 -2.060
H: 1.680 1.487 1.830
F: 5.446 7.397 -0.588
H: 4.802 6.547 -4.475
C: -4.178 -7.920 4.286
H: 4.862 -0.501 0.507
C: 3.008 3.832 -3.519
H: -10.686 -3.639 -1.878
H: 8.485 8.312 -3.779
H: 0.592 3.204 -0.148
H: 2.439 1.080 -1.924
C: 3.801 4.968 -3.412
H: -6.114 -7.352 0.984
C: 6.562 7.102 -1.275
C: 0.059 0.140 1.147
C: -5.529 -8.240 4.209
H: -6.270 -5.767 -1.165
C: 1.607 0.380 1.576
S: -2.188 -1.455 -0.854
C: 8.422 5.644 -1.678
H: 4.117 5.317 -2.436
H: -3.618 -8.079 5.200
H: -9.388 -4.465 -3.818
O: -0.195 -3.920 -0.216
C: 2.337 6.090 -0.557
S: 2.823 -1.937 2.280
H: -6.040 -8.648 5.074
H: 2.820 4.185 0.316
O: 2.225 1.872 4.287
F: -0.197 0.898 -0.037
C: -7.238 -5.309 -1.334
H: 9.760 6.255 -3.245
C: -5.572 -7.507 1.910
H: 8.979 4.743 -1.446
C: 4.186 5.657 -4.558
H: -0.807 -6.242 0.746
C: -0.171 4.989 -1.069
H: 6.408 8.842 -2.512
C: 2.058 4.778 -0.180
H: 1.565 7.867 -1.506
C: -1.488 -1.644 0.856
C: 8.142 7.648 -2.992
C: 7.270 5.952 -0.962
C: 1.364 6.848 -1.198
H: -7.277 -8.289 2.959
H: -1.147 -1.481 -1.773
C: -3.307 -2.665 3.448
H: 1.277 1.902 4.539
O: 2.111 -0.489 5.358
C: 0.806 4.227 -0.438
F: 1.858 2.286 -4.875
C: -1.856 -2.973 2.813
H: -3.482 -1.534 3.350
C: -7.750 -5.175 -2.620
P: 2.785 0.108 0.081
H: 4.510 -0.493 4.941
C: 8.858 6.494 -2.690
H: -2.093 -0.923 1.524
H: 0.261 -5.587 2.069
O: 4.419 0.378 0.581
H: 2.692 3.289 -2.635
C: 3.785 5.207 -5.814
H: 2.843 -2.681 3.471
C: 2.619 3.389 -4.772
C: -0.764 -5.451 1.582
H: -4.136 -3.152 2.822
C: 6.984 7.952 -2.285
C: -4.224 -7.177 1.989
N: 1.858 -0.547 2.721
C: 3.001 4.063 -5.922
H: 6.919 5.307 -0.165
H: 3.311 6.518 -0.352
N: -1.803 -3.013 1.336
H: -0.604 0.600 1.968
F: -7.486 -4.984 0.986

[4]
# C9H15BrN2O2

An isolated molecule of C9H15BrN2O2 (wB97M-V/def2-TZVPD, the Open Molecules 2025 dataset).

Summary:
Relative energy (zero: lowest compared OMol25 entry of this formula, charge and spin), kJ/mol: 0.00
Gap between HOMO and LUMO, Eh: 0.357
DFT total energy, eV: -86693.297
HOMO, eV: -9.534
Strongest force on any atom, eV/A: 5.55

Cartesian coordinates (Å):
H: -1.631 -0.214 1.349
H: 0.001 -0.213 -3.386
O: 3.235 1.886 -0.025
C: 0.071 0.191 0.122
H: 1.405 0.289 -2.419
N: 1.565 0.232 0.226
H: -2.359 -0.942 -0.558
C: -0.538 -0.564 1.304
H: -0.632 -2.156 0.029
H: 0.773 0.732 2.454
H: 0.085 -1.347 -1.272
H: -0.539 0.189 3.314
N: 0.895 2.304 0.147
H: 0.497 -2.529 1.336
H: -0.023 1.308 -2.553
Br: 2.622 -1.248 0.017
C: 0.271 0.355 -2.406
C: -0.284 1.594 0.147
C: -1.804 -0.394 -1.411
O: -1.404 2.063 0.291
H: -2.086 0.614 -1.603
C: -0.293 -0.383 -1.234
H: 0.981 3.342 0.014
C: -0.542 -2.069 1.123
C: 0.179 -0.185 2.656
H: 0.882 -0.892 3.101
C: 2.067 1.543 0.069
H: -1.304 -2.674 1.601
H: -2.090 -0.832 -2.432